1.
Entry from OMol25: C36H39N3O6ReS2Sb2SeTe as an isolated structure (ωB97M-V/def2-TZVPD).

The geometry in XYZ format:
```
91
Properties=species:S:1:pos:R:3:forces:R:3
Re 1.505170 0.305682 -0.015028 -0.67 -0.11 -0.38
C -3.425919 3.451860 -1.321920 0.04 -0.03 -0.04
Sb -1.699289 2.955390 -0.122936 -0.09 0.14 0.11
C -1.272597 4.961748 0.492743 -0.01 0.04 -0.05
C -2.925787 2.427580 1.622194 -0.07 0.00 -0.04
C -2.541322 3.051573 2.927811 -0.11 -0.01 -0.02
C -3.182065 4.220119 3.340624 -0.02 -0.01 0.00
C -2.890190 4.822439 4.554352 0.02 -0.08 -0.03
C -1.947066 4.243892 5.392524 0.00 -0.01 -0.04
C -1.297048 3.085199 4.996651 0.05 0.03 -0.02
C -1.570499 2.488831 3.767409 0.15 -0.13 0.03
C -0.774743 1.291112 3.317570 -0.07 0.06 0.11
Sb 0.932372 2.080888 2.122552 0.10 -0.18 -0.07
C 4.874216 0.840410 1.156899 0.04 -0.01 -0.01
C 2.347692 1.711539 3.714715 -0.04 0.07 0.06
H -4.086792 4.126903 -0.777597 0.04 -0.01 0.03
H -3.972857 2.543888 -1.578605 0.00 0.01 0.00
H -3.106980 3.933107 -2.246377 0.01 -0.01 0.01
H -2.175341 5.572573 0.513933 -0.02 -0.05 -0.01
H -0.554382 5.393181 -0.203943 0.00 0.01 0.01
H -0.828039 4.936003 1.486012 0.01 -0.02 -0.01
H -2.916952 1.336686 1.680564 -0.05 0.06 0.02
H -3.941574 2.723840 1.356434 0.02 0.05 -0.02
H -3.938139 4.654496 2.695210 0.01 0.00 0.00
H -3.406345 5.727326 4.847252 0.01 0.01 0.00
H -1.714601 4.694593 6.348623 0.00 0.00 0.01
H -0.553550 2.629731 5.638449 -0.01 -0.01 0.00
H -1.402656 0.656441 2.691771 0.11 -0.01 -0.01
H -0.924178 -0.098910 4.677471 -0.06 -0.04 0.03
H 5.540384 1.108467 1.979245 0.01 0.00 0.00
H 4.241559 1.698957 0.926698 0.00 0.00 -0.01
H 5.481521 0.610264 0.279922 -0.01 0.01 0.00
H 2.350936 0.682531 4.069269 -0.05 0.01 -0.04
H 2.054853 2.358268 4.541074 0.01 0.00 0.01
H 3.341665 2.002508 3.380737 0.03 0.01 -0.02
O -0.266475 0.137604 -1.528644 -0.35 0.46 -0.09
S 0.367598 -0.900001 -2.393135 0.67 -0.29 0.04
O -0.229079 -2.207835 -2.413786 -0.11 -0.02 -0.02
N 1.830626 -0.835564 -1.808854 -0.04 0.05 -0.02
C 2.717349 -1.911477 -1.597935 0.05 -0.12 0.02
C 2.953468 -2.967890 -2.460609 -0.04 0.04 -0.04
C 3.881788 -3.940366 -2.110084 -0.01 -0.01 -0.02
C 4.574824 -3.841121 -0.915239 0.02 0.02 0.05
C 4.352971 -2.778623 -0.044257 0.04 -0.04 0.04
C 5.057937 -2.623833 1.224551 0.02 0.02 -0.03
C 4.905936 -1.524599 1.951720 0.00 -0.04 -0.01
C 4.028526 -0.375130 1.541116 0.02 0.03 -0.09
N 3.092214 -0.736371 0.462438 0.18 -0.17 0.29
C 3.406191 -1.810994 -0.381860 -0.08 0.14 -0.09
C 0.274355 -0.248018 -4.020686 0.16 0.09 0.03
C 0.650116 1.075118 -4.222172 -0.01 -0.01 -0.03
C 0.583505 1.598577 -5.501150 -0.01 -0.03 0.00
C 0.145347 0.802589 -6.553956 -0.01 -0.03 0.01
C -0.225655 -0.517527 -6.336286 0.02 0.05 -0.04
C -0.160207 -1.055811 -5.059786 0.00 -0.04 0.03
H 2.414541 -3.030460 -3.397627 -0.01 0.00 0.01
H 4.065002 -4.772723 -2.776053 0.00 0.00 0.00
H 5.300251 -4.598185 -0.642799 0.00 0.01 0.01
H 5.715803 -3.420505 1.549704 0.00 -0.01 0.00
H 5.445090 -1.392268 2.882457 -0.02 -0.02 0.02
H 3.424571 -0.102454 2.407282 -0.02 0.04 0.01
H 0.985271 1.684613 -3.393671 0.00 0.01 -0.01
H 0.875043 2.625869 -5.672639 0.00 0.00 0.01
H 0.094178 1.216025 -7.552743 0.00 0.00 0.00
H -0.564687 -1.130755 -7.160302 0.00 0.00 0.00
H -0.442749 -2.081119 -4.862658 0.00 0.01 0.00
S 2.429427 4.210052 -2.461112 0.00 0.05 -0.02
C 2.322264 2.909522 -1.543960 0.00 -0.01 0.03
N 2.226736 1.939233 -0.879681 0.09 -0.05 0.05
C -2.737409 -1.463523 -1.142633 0.01 -0.03 0.12
Te -1.560226 -1.380900 0.653655 -0.49 0.03 0.37
C -1.757805 -3.476553 0.668333 0.14 0.02 -0.04
C -2.781210 -3.848167 -0.367346 0.01 -0.02 0.01
C -3.255553 -5.153197 -0.468808 -0.02 -0.01 -0.02
C -4.160953 -5.493683 -1.458960 0.03 0.00 0.02
C -4.600046 -4.530206 -2.358660 0.00 0.02 0.00
C -4.137363 -3.229908 -2.258014 0.00 0.00 0.01
C -3.229704 -2.881072 -1.261489 0.00 0.00 -0.03
H -2.256536 -1.094819 -2.034491 0.04 0.01 -0.02
H -3.539929 -0.769905 -0.871800 -0.04 -0.01 -0.04
H -1.972539 -3.800357 1.683965 -0.07 0.00 -0.02
H -0.749402 -3.815780 0.408315 -0.02 0.00 0.02
H -2.906712 -5.903742 0.229611 0.01 0.00 0.00
H -4.522967 -6.510494 -1.531596 0.00 0.00 0.00
H -5.306641 -4.792460 -3.134851 0.00 0.00 0.00
H -4.481452 -2.474567 -2.954405 0.00 0.00 0.00
O 1.731915 -3.173977 2.638985 0.02 -0.21 -0.05
Se 0.919173 -1.821594 2.846525 0.21 0.10 0.21
O -0.645296 -2.143594 3.150075 0.03 0.03 -0.07
O 0.342518 -1.390790 0.587013 0.16 0.08 -0.15
O -0.245395 0.524598 4.396687 0.05 0.08 -0.04
```
Forces are in eV/Å.

The total energy comes out at -6035.37748 Eh. Its energy above the lowest of the compared OMol25 structures with the same formula, charge and spin is 1.306 eV. For the molecular weight, the calculation gives 1310.14 g/mol. The value obtained for the gap between HOMO and LUMO (spin up / spin down) is 5.83 / 6.16 eV. As for the spin multiplicity: 4.

***

2.
Entry from OMol25: an isolated molecule of C5H10O2 in a non-equilibrium geometry (ωB97M-V/def2-TZVPD).

The geometry in XYZ format:
```
17
Properties=species:S:1:pos:R:3:forces:R:3
C -2.609961 0.603093 0.292276 -0.35 0.13 0.06
O -1.308053 0.340908 0.755432 0.05 0.19 0.07
C -0.496972 0.180850 -0.366476 -0.08 -0.06 -0.48
C 0.910571 -0.380313 -0.107235 -0.11 -0.28 -0.33
C 2.146691 0.431561 -0.521621 -0.09 -0.08 -0.09
C 1.114206 -1.236081 1.119724 0.15 -0.11 0.05
O 2.200990 -1.536967 1.560571 -0.58 0.33 -0.16
H -2.619667 1.521732 -0.314744 -0.12 -0.09 0.16
H -3.253136 0.715407 1.161518 -0.05 0.05 -0.05
H -2.978074 -0.222931 -0.341883 0.06 0.16 0.21
H -0.410205 1.100215 -0.965448 -0.05 0.12 0.22
H -1.001101 -0.556154 -1.041949 -0.02 0.55 0.35
H 0.672386 -1.144429 -0.849480 1.69 -0.80 -0.18
H 3.047682 -0.083105 -0.173418 -0.20 0.04 -0.06
H 2.198075 0.484907 -1.611626 0.01 0.10 0.08
H 2.193942 1.459307 -0.136191 -0.33 -0.30 0.07
H 0.192627 -1.678000 1.540549 0.03 0.06 0.08
```
Forces are in eV/Å.

The total energy comes out at -346.93148 Eh. Its energy above the lowest of the compared OMol25 structures with the same formula, charge and spin is 2.556 eV. For the molecular weight, the calculation gives 102.13 g/mol. The value obtained for the gap between HOMO and LUMO is 10.53 eV. Its SMILES is COC[C@@H](C)C=O.

***

3.
Entry from OMol25: a 9-piece molecular cluster, C11H31F12N3O11P2S overall in a non-equilibrium geometry (ωB97M-V/def2-TZVPD).

The geometry in XYZ format:
```
71
Properties=species:S:1:pos:R:3:forces:R:3
N 0.217547 1.644834 -3.802895 -0.67 0.27 -2.26
H -0.589463 2.251864 -3.821705 0.27 0.95 0.20
H 1.109217 2.091894 -3.644255 0.34 0.47 1.35
H 0.325237 1.312954 -4.750705 -0.30 -0.67 -0.34
H -0.098523 0.893934 -3.205945 0.21 -2.03 1.45
N 1.111247 0.236514 -0.025585 -0.28 0.62 -1.57
H 0.877067 -0.045006 -0.966865 -0.17 -0.86 -0.90
H 0.225537 0.180944 0.456625 0.15 -0.56 1.21
H 1.285557 1.219224 -0.180495 0.53 0.79 0.43
H 1.952297 -0.235806 0.273825 -0.13 -0.39 0.60
N 0.423887 -3.531826 -2.038885 0.73 0.69 -0.22
H -0.028463 -2.629036 -2.017705 -1.14 1.63 0.47
H 0.443677 -3.995916 -1.142035 -0.71 -0.56 -0.01
H 1.385997 -3.253616 -2.169415 1.17 0.13 -0.55
H 0.096107 -3.968146 -2.888755 -0.10 -0.88 0.25
C -2.069543 -0.105556 -1.857585 1.05 0.32 -0.19
O -0.855693 -0.615886 -2.283975 0.80 -0.58 -0.13
H -1.926233 0.506774 -0.967295 -0.18 0.47 0.46
H -2.447673 0.546034 -2.645325 -0.77 0.39 -0.14
H -2.856453 -0.809126 -1.585845 -0.22 -0.57 -0.15
P 1.657417 3.728484 -1.564725 -1.16 -2.34 1.73
F 0.989817 4.155794 -2.992715 0.38 1.24 0.85
F 0.382107 2.684794 -1.369945 -0.94 0.00 -1.00
F 2.434727 2.553484 -2.447495 -0.02 0.20 -0.26
F 2.177237 2.850444 -0.251895 0.90 1.67 0.36
F 2.960447 4.619154 -1.610745 -0.95 0.30 -0.07
F 0.771187 4.789284 -0.632145 1.71 -0.72 -1.56
P 3.645467 -1.825816 -1.998705 0.44 1.46 1.72
F 3.053877 -2.563566 -0.634085 -0.10 0.62 -0.89
F 5.164237 -2.296386 -1.651715 -1.53 -0.13 0.15
F 3.229497 -3.182206 -2.796815 0.99 -0.64 -0.25
F 4.219967 -1.065296 -3.235755 0.38 0.12 -1.15
F 2.140857 -1.329776 -2.529325 -0.33 0.26 1.26
F 3.764207 -0.397516 -1.077895 -0.20 -1.72 -0.75
C -3.350543 -3.649526 -0.309165 -1.20 0.38 0.84
C -3.010103 -2.908876 1.017335 -0.98 -1.90 -2.88
C -2.697663 -3.865536 2.142705 -0.61 0.81 0.54
O -1.443123 -3.340986 2.549275 -0.19 -1.95 3.33
C -1.039433 -2.302176 1.885255 4.83 1.61 -1.10
O 0.049457 -1.715616 2.070115 -4.24 -1.75 -0.55
O -1.805943 -2.206586 0.786985 -0.54 1.65 -0.06
H -4.004873 -3.086966 -0.975105 0.91 0.73 -0.38
H -4.090443 -4.425096 -0.111335 0.49 -0.71 0.46
H -2.438573 -4.041226 -0.759705 -0.30 0.02 -0.13
H -3.873323 -2.319406 1.326325 0.45 0.74 -0.19
H -2.716303 -4.951506 2.051025 0.79 0.09 -0.83
H -3.519433 -3.705216 2.840615 0.55 0.19 0.89
C -4.698903 2.985994 0.473575 0.54 -0.45 -0.13
C -3.992783 2.494664 1.712925 0.28 0.98 1.18
C -4.263513 1.066624 2.029785 -2.39 -0.14 0.28
O -3.049593 0.445154 2.211345 2.25 -1.03 0.34
C -2.049863 1.317394 1.874875 1.87 -1.36 -2.50
O -0.887923 1.087644 1.565055 -2.47 -0.20 1.94
O -2.579313 2.469214 1.621225 0.19 2.59 -0.64
H -4.810383 2.108544 -0.163415 -0.28 0.17 -0.31
H -4.096653 3.693444 -0.096435 -0.20 0.30 0.30
H -5.676073 3.371584 0.764355 0.07 0.13 -0.29
H -4.208563 3.090534 2.599755 -0.14 0.41 -0.20
H -4.821933 0.696074 1.170145 0.11 -0.90 0.18
H -4.858363 0.989084 2.939855 -0.09 -0.33 -0.08
C 4.978967 1.538934 3.660795 -0.74 1.96 -0.97
C 4.221157 2.211114 2.492425 -0.05 1.60 1.03
O 3.750307 1.180164 1.643105 0.56 -1.74 -0.75
S 4.097287 -0.278366 2.272465 -0.04 -1.14 1.43
O 5.390857 -0.807506 1.912575 -1.56 0.91 -0.36
O 2.935087 -1.153656 2.333155 1.81 1.95 -0.73
O 4.276467 0.359834 3.746255 -0.06 -2.58 0.53
H 4.864107 2.036284 4.623885 0.12 0.18 -0.25
H 6.012417 1.550914 3.314465 0.30 -1.06 0.56
H 4.918977 2.915604 2.039835 -0.35 -0.21 -0.75
H 3.316157 2.733554 2.802455 0.14 0.13 0.15
```
Forces are in eV/Å.

The total energy comes out at -3709.26902 Eh. For the molecular weight, the calculation gives 703.37 g/mol. The value obtained for the gap between HOMO and LUMO is 7.77 eV.

***

4.
Entry from OMol25: a 3-piece molecular cluster, C3H12NO3 overall in a non-equilibrium geometry (ωB97M-V/def2-TZVPD).

The geometry in XYZ format:
```
19
Properties=species:S:1:pos:R:3:forces:R:3
C 1.197289 -1.253137 -0.695521 -0.59 -0.07 -0.95
N 0.200808 -1.320980 0.363012 1.24 0.74 0.01
C 0.172367 -0.037391 1.154639 -1.33 -0.75 0.54
O -0.571600 1.006403 0.722569 0.69 0.38 -0.19
C 1.666407 -2.666485 -1.090109 -0.24 0.35 -1.28
H 1.983051 -0.572304 -0.388561 0.45 -0.31 0.40
H 0.859329 -0.754222 -1.653496 -0.22 -0.38 0.89
H -0.672621 -1.622021 -0.039375 -0.37 0.42 0.14
H -0.224966 -0.352045 2.148133 0.34 -0.07 0.01
H 1.258180 0.147813 1.265902 -0.08 0.28 0.15
H 1.140693 -3.478134 -0.608779 -0.34 0.06 0.47
H 1.416842 -2.738210 -2.153890 0.22 -0.45 -0.06
H 2.717895 -2.892859 -1.010077 0.54 0.23 0.24
H -0.118298 2.726858 1.001337 -1.17 -0.40 -0.26
H -1.423362 3.632763 0.841862 0.19 -0.69 -0.03
O -0.482501 3.641937 1.025394 0.75 1.17 0.26
H -1.429272 0.903269 -0.614787 0.06 -1.59 -0.52
H -2.315701 -0.363618 -0.810120 0.05 0.20 -0.01
O -1.840773 0.279953 -1.345949 -0.21 0.91 0.19
```
Forces are in eV/Å.

The total energy comes out at -401.97867 Eh. Its energy above the lowest of the compared OMol25 structures with the same formula, charge and spin is 1.006 eV. For the molecular weight, the calculation gives 110.13 g/mol. The value obtained for the gap between HOMO and LUMO is 7.78 eV. As for the net charge: -1.